# C9H14

2 unconnected molecules or ions with the total composition C9H14 at a distorted geometry (the ωB97M-V functional and the def2-TZVPD basis, OMol25).

Structure (XYZ):
```
23
Properties=species:S:1:pos:R:3:forces:R:3:mulliken_charge:R:1
C -2.0022 -1.3740 -1.2579 -1.8 3.5 1.4 -1.597
C -0.7710 -0.5940 -1.2776 1.7 2.3 -1.4 0.929
C 0.3822 -0.9731 -0.6160 0.1 -0.2 0.7 -0.724
C 1.3431 0.0233 -0.2769 -1.1 -0.7 -2.2 -0.372
C 1.3588 1.2790 -0.8382 0.3 0.8 1.3 -0.501
C 0.2898 1.5970 -1.6466 1.1 1.3 -1.5 -0.217
C -0.6624 0.6702 -1.9765 0.4 -1.1 2.6 -0.727
H -2.3573 -1.5955 -2.1740 -0.7 -1.7 -3.4 0.492
H -2.8825 -0.6318 -1.0240 1.6 -1.3 0.5 0.287
H -1.9751 -2.1597 -0.5759 -0.2 -1.4 1.0 0.400
H 0.4806 -2.0770 -0.3826 0.0 1.6 0.4 0.302
H 2.1738 -0.2207 0.2479 2.3 -1.1 1.8 0.645
H 2.1502 2.0624 -0.6028 -1.1 -1.3 -0.2 0.287
H 0.3630 2.5984 -2.1351 -0.6 -1.0 0.2 0.288
H -1.3665 1.0401 -2.6238 -2.1 0.3 -1.4 0.470
C -0.3331 -0.6800 3.0099 1.2 -0.3 -2.9 -0.394
C 0.7426 0.2953 3.3365 2.0 3.3 -0.6 -0.783
H -0.3020 -0.7599 1.8932 0.2 -0.3 0.6 -0.123
H -0.1972 -1.6878 3.3650 -0.6 -0.2 0.6 0.321
H -1.2574 -0.1560 3.0520 -1.2 -0.4 1.2 0.312
H 1.7948 0.3469 2.8126 -2.1 -0.9 0.6 0.183
H 1.0041 0.4982 4.3736 -0.3 -0.6 0.4 0.315
H 0.2850 1.2797 3.0336 0.7 -0.6 0.2 0.208
```
Forces are in eV/Å.

As for the SMILES: Cc1ccccc1.CC. As for the frontier orbital gap: 9.8 eV. The calculation puts the relative energy (zero: lowest compared OMol25 entry of this formula, charge and spin) at 48.6 kcal per mole.